1.
Formula: NO6S6SbTc
Source: OMol25
Level of theory: ωB97M-V/def2-TZVPD

The geometry in XYZ format:
```
15
Properties=species:S:1:pos:R:3:forces:R:3
Tc 0.34734 -0.52222 -0.75632 -0.32 1.50 1.45
S -0.15397 3.88721 1.79915 -0.05 -0.18 -0.06
Sb 0.69495 2.92745 -0.06632 -0.01 -0.63 0.07
S 1.81219 0.76295 0.43540 0.39 0.53 0.22
S -0.85821 1.37069 -1.19968 -0.06 0.21 -0.13
S 1.78827 4.32748 -1.46939 -0.01 -0.27 -0.05
O 0.65800 -2.45280 0.75649 -0.05 0.29 -0.18
N -0.46565 -2.18000 1.22991 -0.12 -0.26 0.34
O -1.07150 -2.91185 1.99213 0.28 0.33 -0.24
O -0.96843 -1.05974 0.85973 -0.12 0.00 0.01
O 1.26257 -3.32826 -1.86451 -0.14 -0.17 0.03
S 0.43114 -2.42048 -2.61878 0.95 -1.41 -1.87
O 0.01116 -2.90074 -3.91376 -0.22 0.15 0.11
O -0.72949 -1.93113 -1.79261 -0.53 -0.12 0.16
S 1.50048 -0.66991 -2.78526 0.00 0.03 0.12
```
Positions in Å, forces in eV/Å.

Calculated values
- HOMO energy (alpha / beta) (hartree) = -0.0943 / -0.0956
- 2S+1 = 4
- net charge = -2
- electronic energy (eV) = -87524.7050
- frontier orbital gap (alpha / beta) (eV) = 7.30 / 6.51

***

2.
Formula: C7H12N3
Source: OMol25
Level of theory: ωB97M-V/def2-TZVPD

The geometry in XYZ format:
```
22
Properties=species:S:1:pos:R:3:forces:R:3
C -2.71069 0.02483 0.09814 -2.14 -0.44 2.03
C 0.43660 0.17020 0.34770 -3.58 -1.20 -1.85
C -0.69920 -1.84555 -0.39127 -1.53 0.21 -1.01
C -1.66481 0.33797 -0.75588 0.27 -3.09 -0.25
C 1.47951 0.66270 1.15829 4.67 0.65 -0.91
C -0.52140 2.34125 -0.38120 -1.08 2.20 -1.10
C 1.65702 -1.89403 -0.07809 1.70 3.37 -1.74
N -3.55805 -0.17025 0.87127 1.03 0.03 -0.95
N -0.56301 0.91092 -0.24552 3.43 -0.38 1.96
N 0.37866 -1.15220 0.08588 0.42 -0.52 0.52
H -1.69817 -1.99601 0.17699 2.19 0.25 -0.88
H -0.31579 -2.65344 -1.13941 -1.37 1.39 1.37
H -1.92088 0.67896 -1.70026 -0.61 0.66 -1.75
H 2.38510 1.05745 0.56302 -1.36 -0.42 0.19
H 2.04130 -0.02093 1.80320 -1.01 -0.18 0.11
H 1.18876 1.51722 1.63888 -0.86 2.02 1.74
H -1.31310 2.77779 0.29408 1.16 -0.29 -0.26
H 0.51221 2.78598 -0.18652 -1.62 -0.54 -0.64
H -1.04583 2.57039 -1.43740 1.90 -0.28 2.02
H 1.70630 -2.75889 0.48801 0.24 -1.36 1.40
H 2.61080 -1.20818 -0.09208 -1.99 -1.36 0.76
H 1.61468 -2.13617 -1.11783 0.12 -0.71 -0.76
```
Positions in Å, forces in eV/Å.

Calculated values
- HOMO energy (alpha / beta) (hartree) = -0.4848 / -0.4848
- energy above the lowest of the compared OMol25 structures with the same formula, charge and spin (eV) = 5.683
- net charge = +1
- electronic energy (eV) = -11912.8585
- frontier orbital gap (alpha / beta) (eV) = 8.43 / 8.43

***

3.
Formula: C32H57BF9Hg2N3O14PS
Source: OMol25
Level of theory: ωB97M-V/def2-TZVPD

The geometry in XYZ format:
```
120
Properties=species:S:1:pos:R:3:forces:R:3
Hg 0.69927 1.25473 1.58705 0.16 -1.24 -0.36
Hg -3.49234 2.41368 -0.95590 0.11 -1.09 -0.79
O -7.10459 -2.72863 4.31858 -0.89 -0.01 1.24
C -6.12584 -2.81721 3.67378 -0.11 0.37 -1.47
O -5.26781 -1.83346 3.40056 0.31 0.10 0.01
B -4.36115 -2.26427 2.32998 -1.02 -0.41 1.74
O -4.63258 -3.66269 2.13014 0.56 0.47 -1.06
C -5.76611 -4.00766 2.76895 1.21 0.78 0.73
O -6.30073 -5.04611 2.69749 -0.81 -1.23 -0.22
O -2.96723 -1.94952 2.76825 -0.83 -1.12 -0.25
C -2.51626 -1.01360 2.04120 0.26 1.05 -0.19
O -1.40842 -0.57108 2.13860 2.00 1.37 -0.23
C -3.60889 -0.52790 1.04399 -0.31 -1.79 0.31
O -4.58514 -1.34852 1.16548 -0.29 -0.30 -0.13
O -3.56417 0.32858 0.19997 0.34 1.70 -0.72
P -1.16226 3.76075 0.97887 -0.52 1.29 -0.52
F -1.65930 4.13346 -0.54977 -0.36 -0.10 0.23
F -0.45587 5.14842 1.10487 0.57 -0.19 0.35
F -2.47251 4.34675 1.64287 0.02 -0.13 0.15
F -0.57901 3.13280 2.38522 -0.39 0.35 0.21
F -2.00313 2.34946 0.78727 0.50 -0.37 0.24
F 0.17442 3.09529 0.30275 -0.10 0.45 -0.41
C -0.59972 -1.17856 -2.21274 -1.88 1.56 -0.65
F 0.58658 -1.69553 -2.08265 0.13 -0.65 -0.02
F -1.08843 -1.29305 -3.45722 0.83 -0.10 -0.25
F -1.53885 -1.74083 -1.45191 0.75 -0.14 0.68
S -0.45506 0.65414 -1.84700 -0.48 0.04 1.29
O 0.49690 1.17622 -2.76640 0.07 -0.03 -0.12
O -1.79897 1.23406 -1.92181 -0.11 -0.35 -0.69
O -0.07565 0.62292 -0.42647 0.63 -0.63 0.26
C 4.91478 2.47731 3.27338 3.12 -0.53 -1.93
C 3.74684 2.97993 2.37544 0.40 -0.27 3.39
C 4.09204 4.31342 1.74133 -0.75 0.09 -1.01
C 4.93866 4.21046 0.46215 0.19 -1.32 1.52
C 4.30617 3.13015 -0.41220 -1.22 0.06 -0.58
C 4.03438 1.72472 0.19066 2.65 0.51 0.27
N 3.28170 1.99457 1.42165 -1.78 -0.11 -1.17
O 2.87556 0.75467 2.05275 1.15 0.30 0.00
C 3.27790 0.90202 -0.83012 -1.08 0.33 -0.14
C 5.40052 1.01715 0.40671 -0.81 0.00 0.01
C 2.66340 3.18182 3.45649 -1.14 0.11 -0.55
H 4.96844 1.45759 3.67006 -0.97 0.10 0.28
H 5.37138 3.14195 4.00681 -1.14 0.31 0.39
H 5.81647 2.41511 2.63508 -0.27 0.02 -0.12
H 3.13243 4.74306 1.43042 0.02 0.26 0.25
H 4.52640 4.91725 2.53598 0.04 0.21 -0.18
H 5.92462 3.88646 0.81032 0.22 0.08 -0.44
H 5.05427 5.17748 -0.01483 -0.15 -0.04 -0.23
H 4.82884 2.99119 -1.35799 0.12 -0.01 0.06
H 3.27530 3.41398 -0.66965 0.20 0.60 -0.25
H 3.21246 -0.18161 -0.72123 0.29 0.04 0.62
H 2.25166 1.27633 -0.85299 0.01 -0.01 -0.32
H 3.70734 1.06186 -1.81894 -0.01 0.16 0.03
H 5.77314 0.84210 -0.60093 0.15 -0.36 0.10
H 6.15334 1.59213 0.93585 -0.11 -0.03 0.08
H 5.18455 0.06981 0.90873 0.53 -0.14 -0.10
H 3.00692 3.70994 4.34204 0.33 -0.02 -0.10
H 2.32572 2.19650 3.78418 -0.01 0.08 0.26
H 1.78939 3.75307 3.11270 0.09 -0.11 -0.25
H 3.68093 0.43146 2.50446 -0.61 -0.64 0.23
C -6.32825 0.99703 -4.64660 -0.67 -0.38 0.38
C -4.95572 0.65102 -4.07649 -0.50 -0.82 0.73
C -4.13346 -0.24614 -5.00446 0.87 0.82 -0.82
C -3.61449 0.48502 -6.25079 0.60 -0.13 0.26
C -2.72866 1.60181 -5.73415 0.67 -0.10 0.66
C -3.40684 2.58086 -4.76199 0.17 -0.14 0.29
N -4.20191 1.87487 -3.72246 2.49 -1.36 -1.12
O -4.80146 2.75851 -2.80043 -0.57 -0.17 -0.52
C -2.23423 3.27708 -4.05946 -0.32 2.08 0.79
C -4.29421 3.53243 -5.56312 -0.37 0.93 0.61
C -5.03798 -0.10641 -2.75038 -2.24 1.11 1.27
H -6.32610 1.56191 -5.57464 0.27 0.19 0.08
H -6.91310 1.52067 -3.87946 -0.02 0.23 -0.19
H -6.94068 0.11797 -4.85916 0.27 -0.21 0.10
H -3.24339 -0.56207 -4.45545 0.03 0.09 0.09
H -4.58422 -1.18672 -5.32071 -0.80 0.25 0.42
H -4.36996 0.84574 -6.94860 -0.21 -0.16 0.11
H -2.99122 -0.25722 -6.75337 -0.05 0.25 -0.41
H -2.18575 2.24557 -6.43241 -0.54 -0.14 -0.54
H -1.88031 1.14782 -5.20847 -0.26 -0.24 0.20
H -1.33760 2.73726 -3.77740 -0.10 -0.60 -0.76
H -1.97557 4.17221 -4.63306 0.36 -0.24 -0.15
H -2.47168 3.74322 -3.08169 -0.57 -0.08 -0.25
H -4.95740 3.06237 -6.28461 0.29 -0.28 -0.12
H -4.96642 4.07894 -4.88712 0.09 0.07 -0.03
H -3.72129 4.31893 -6.05391 0.10 -0.20 -0.17
H -5.62292 0.54163 -2.06427 0.42 0.18 0.06
H -4.09239 -0.27338 -2.24496 0.18 -0.40 -0.43
H -5.75254 -0.93047 -2.68420 0.67 -0.60 -0.68
H -5.64408 3.04399 -3.20869 0.02 0.30 0.71
C 1.29125 -3.34726 0.33132 -0.93 0.05 -0.51
C 1.63575 -4.09102 1.61572 -1.35 0.71 0.23
C 2.29062 -5.41902 1.25922 1.48 0.27 0.41
C 3.17232 -5.89040 2.40882 -0.38 -1.11 0.01
C 4.17884 -4.82948 2.79899 -0.83 -0.21 1.42
C 3.47943 -3.58602 3.38392 -0.58 0.83 -1.19
N 2.49672 -3.15630 2.37532 1.17 -0.18 -0.76
O 1.78122 -2.00151 2.77735 -0.10 -0.57 0.48
C 2.91131 -3.88404 4.79774 0.39 -0.36 -1.33
C 4.51654 -2.47260 3.48037 0.45 0.73 1.51
C 0.32916 -4.35817 2.38816 -0.64 -0.50 -0.93
H 0.52736 -2.57570 0.46902 0.33 0.28 0.41
H 0.78379 -3.98959 -0.39727 0.43 -0.31 0.02
H 2.18518 -2.90425 -0.10292 0.01 -0.07 -0.10
H 1.55924 -6.14933 0.91932 -0.21 0.06 0.27
H 3.00215 -5.32250 0.42941 -0.26 0.41 -0.17
H 3.65521 -6.83075 2.12586 0.27 0.19 -0.13
H 2.60086 -6.20215 3.28937 -0.20 0.28 -0.03
H 4.86395 -4.60174 1.98584 0.11 0.16 0.11
H 4.66264 -5.18360 3.71372 0.86 -0.30 -0.59
H 2.48568 -2.99416 5.25269 0.17 0.00 0.26
H 2.15688 -4.66378 4.72201 -0.07 0.01 0.22
H 3.77680 -4.29120 5.31749 -0.28 0.24 0.70
H 5.34486 -2.83629 4.10012 0.31 -0.13 -0.53
H 4.85687 -2.02201 2.54923 0.08 -0.64 -0.29
H 4.22052 -1.60886 4.09572 -0.65 -0.18 -0.11
H -0.35175 -4.92951 1.74502 0.23 -0.20 -0.01
H -0.25780 -3.45048 2.52392 0.25 0.17 0.55
H 0.44551 -4.95587 3.29047 0.07 0.26 0.17
H 1.22997 -2.34139 3.50418 -0.22 0.49 -0.09
```
Positions in Å, forces in eV/Å.

Calculated values
- HOMO energy (hartree) = -0.3864
- energy above the lowest of the compared OMol25 structures with the same formula, charge and spin (eV) = 0.000
- net charge = +1
- electronic energy (eV) = -120847.7817
- frontier orbital gap (eV) = 4.82

***

Which of these has the highest electronic energy? C7H12N3

***

What did the second record say?
Formula: C7H12N3
Source: OMol25
Level of theory: ωB97M-V/def2-TZVPD

The geometry in XYZ format:
```
22
Properties=species:S:1:pos:R:3:forces:R:3
C -2.71069 0.02483 0.09814 -2.14 -0.44 2.03
C 0.43660 0.17020 0.34770 -3.58 -1.20 -1.85
C -0.69920 -1.84555 -0.39127 -1.53 0.21 -1.01
C -1.66481 0.33797 -0.75588 0.27 -3.09 -0.25
C 1.47951 0.66270 1.15829 4.67 0.65 -0.91
C -0.52140 2.34125 -0.38120 -1.08 2.20 -1.10
C 1.65702 -1.89403 -0.07809 1.70 3.37 -1.74
N -3.55805 -0.17025 0.87127 1.03 0.03 -0.95
N -0.56301 0.91092 -0.24552 3.43 -0.38 1.96
N 0.37866 -1.15220 0.08588 0.42 -0.52 0.52
H -1.69817 -1.99601 0.17699 2.19 0.25 -0.88
H -0.31579 -2.65344 -1.13941 -1.37 1.39 1.37
H -1.92088 0.67896 -1.70026 -0.61 0.66 -1.75
H 2.38510 1.05745 0.56302 -1.36 -0.42 0.19
H 2.04130 -0.02093 1.80320 -1.01 -0.18 0.11
H 1.18876 1.51722 1.63888 -0.86 2.02 1.74
H -1.31310 2.77779 0.29408 1.16 -0.29 -0.26
H 0.51221 2.78598 -0.18652 -1.62 -0.54 -0.64
H -1.04583 2.57039 -1.43740 1.90 -0.28 2.02
H 1.70630 -2.75889 0.48801 0.24 -1.36 1.40
H 2.61080 -1.20818 -0.09208 -1.99 -1.36 0.76
H 1.61468 -2.13617 -1.11783 0.12 -0.71 -0.76
```
Positions in Å, forces in eV/Å.

Calculated values
- HOMO energy (alpha / beta) (hartree) = -0.4848 / -0.4848
- energy above the lowest of the compared OMol25 structures with the same formula, charge and spin (eV) = 5.683
- net charge = +1
- electronic energy (eV) = -11912.8585
- frontier orbital gap (alpha / beta) (eV) = 8.43 / 8.43